1.
The following is a DFT calculation (wB97M-V/def2-TZVPD) of C35H28BrN7O3S2V as an isolated structure.

Summary:
⟨S²⟩ = 1.0799
2S+1 = 2
E_HOMO (spin up / spin down) = -12.65 / -12.66 eV
LUMO level (spin up / spin down) = -7.96 / -6.78 eV
Net charge = +2

Each line ends with the Löwdin charge.
Atoms and positions in Å:
1 V -0.53 0.51 0.34  0.8486
2 C 3.59 0.04 2.59  -0.0130
3 C 3.11 -0.51 3.76  -0.0116
4 C 1.76 -0.38 4.05  0.0083
5 C 0.96 0.31 3.16  -0.2322
6 N 1.41 0.82 2.01  0.0940
7 C 2.71 0.68 1.74  -0.0924
8 C -0.48 0.53 3.38  -0.1938
9 C -1.03 0.56 4.66  0.0300
10 C -2.38 0.78 4.80  0.0161
11 C -3.15 1.02 3.68  0.0353
12 C -2.54 1.03 2.44  -0.1734
13 N -1.23 0.76 2.29  0.0595
14 C -3.22 1.44 1.20  -0.1819
15 C -4.54 1.85 1.15  0.0366
16 C -5.04 2.35 -0.05  0.0047
17 C -4.20 2.46 -1.13  0.0037
18 C -2.89 2.02 -1.01  -0.1037
19 N -2.41 1.49 0.12  -0.0024
20 H 4.64 -0.02 2.33  0.1220
21 H 3.76 -1.04 4.43  0.1268
22 H 1.34 -0.82 4.95  0.1227
23 H 3.06 1.10 0.80  0.1177
24 H -0.39 0.43 5.52  0.1302
25 H -2.83 0.80 5.79  0.1346
26 H -4.21 1.22 3.77  0.1231
27 H -5.17 1.80 2.02  0.1220
28 H -6.07 2.68 -0.11  0.1315
29 H -4.53 2.87 -2.07  0.1292
30 H -2.20 2.07 -1.84  0.0843
31 Br 4.87 -1.12 -5.17  0.7767
32 C 3.84 -1.63 -3.68  -0.7041
33 C 4.43 -1.70 -2.43  -0.1125
34 C 3.66 -2.03 -1.32  -0.0267
35 C 2.31 -2.30 -1.47  -0.2890
36 C 1.73 -2.24 -2.74  -0.0296
37 C 2.49 -1.92 -3.84  -0.1137
38 N 1.43 -2.51 -0.38  0.0976
39 C 1.83 -3.07 0.67  -0.0788
40 C 0.93 -3.13 1.85  -0.2420
41 C 1.17 -4.08 2.84  -0.0004
42 C 0.27 -4.20 3.89  -0.0293
43 C -0.84 -3.38 3.91  -0.0322
44 C -0.98 -2.44 2.90  -0.1535
45 N -0.11 -2.28 1.90  0.0631
46 H 5.49 -1.48 -2.31  0.1079
47 H 4.13 -2.05 -0.34  0.1081
48 H 0.67 -2.44 -2.84  0.1001
49 H 2.05 -1.88 -4.83  0.1081
50 H 2.80 -3.57 0.78  0.1346
51 H 2.03 -4.72 2.77  0.1236
52 H 0.43 -4.94 4.67  0.1220
53 H -1.59 -3.45 4.68  0.1156
54 H -1.84 -1.78 2.89  0.1023
55 O 1.09 0.06 -0.47  -0.2640
56 N 1.63 0.77 -1.40  0.1276
57 N 0.92 1.77 -1.62  -0.1186
58 O -0.16 1.92 -0.86  -0.1849
59 C 1.17 2.71 -2.69  -0.1591
60 C 0.41 3.86 -2.74  -0.0037
61 C 0.66 4.75 -3.78  -0.0459
62 C 1.64 4.47 -4.72  -0.0427
63 C 2.39 3.30 -4.64  -0.0379
64 C 2.16 2.40 -3.61  0.0068
65 H -0.33 4.07 -1.99  0.1156
66 H 0.09 5.66 -3.85  0.1178
67 H 1.82 5.17 -5.53  0.1196
68 H 3.15 3.09 -5.37  0.1206
69 H 2.72 1.48 -3.55  0.1111
70 C -4.47 -1.47 -3.04  -0.0413
71 O -3.66 -1.46 -1.84  -0.1930
72 C -2.45 -0.96 -1.91  -1.1950
73 S -1.71 -0.30 -3.20  0.7918
74 S -1.59 -1.33 -0.39  0.8659
75 H -5.44 -1.82 -2.71  0.1039
76 H -4.02 -2.14 -3.77  0.1008
77 H -4.52 -0.46 -3.45  0.0802

=====

2.
The following is a DFT calculation (wB97M-V/def2-TZVPD) of C35H29BrO2P2Ti as an isolated structure at a distorted geometry.

Summary:
⟨S²⟩ = 0.7562
2S+1 = 2
E_HOMO (spin up / spin down) = -10.47 / -10.47 eV
LUMO level (spin up / spin down) = -3.51 / -4.18 eV
Net charge = +1

Each line ends with the Löwdin charge.
Atoms and positions in Å:
1 Ti 0.00 0.00 0.00  0.7605
2 Br -2.23 0.81 -0.61  0.9866
3 C -1.64 2.62 -0.62  -0.5218
4 C -2.59 3.60 -0.94  -0.1018
5 C -2.21 4.94 -0.96  -0.0563
6 C -0.90 5.30 -0.67  0.0011
7 C 0.06 4.33 -0.35  -0.1702
8 C 1.39 4.69 -0.06  0.0124
9 C 2.34 3.72 0.25  -0.0339
10 C 1.98 2.37 0.28  -0.0903
11 C 0.67 2.01 -0.01  -0.1300
12 C -0.31 2.97 -0.33  -0.2324
13 H -3.62 3.33 -1.16  0.1103
14 H -2.95 5.71 -1.20  0.1158
15 H -0.62 6.36 -0.69  0.1236
16 H 1.70 5.73 -0.07  0.1235
17 H 3.37 4.01 0.48  0.1101
18 H 2.71 1.61 0.52  0.0296
19 O 1.76 -0.62 0.50  -0.6312
20 P 2.37 -1.77 -0.27  0.8688
21 C 0.83 -2.54 0.69  -0.3329
22 P 0.12 -1.71 2.33  0.9706
23 O -0.62 -0.44 1.76  -0.5007
24 C 1.33 -1.08 3.60  -0.2555
25 C 1.88 -1.96 4.54  -0.0961
26 C 2.82 -1.51 5.48  -0.0548
27 C 3.18 -0.16 5.50  -0.0523
28 C 2.63 0.73 4.57  -0.0508
29 C 1.70 0.27 3.63  -0.0581
30 C -1.29 -2.54 3.19  -0.2606
31 C -2.53 -1.88 3.32  -0.0592
32 C -3.57 -2.49 4.03  -0.0601
33 C -3.39 -3.74 4.61  -0.0554
34 C -2.16 -4.40 4.48  -0.0519
35 C -1.11 -3.80 3.78  -0.0849
36 C 3.80 -2.36 0.80  -0.2662
37 C 3.62 -2.99 2.04  -0.0926
38 C 4.71 -3.45 2.79  -0.0685
39 C 6.01 -3.30 2.29  -0.0698
40 C 6.21 -2.70 1.05  -0.0627
41 C 5.12 -2.25 0.31  -0.0811
42 C 3.26 -0.18 -0.80  -0.3137
43 C 3.94 0.64 0.14  -0.1510
44 C 4.59 1.81 -0.26  -0.1126
45 C 4.59 2.17 -1.60  -0.0765
46 C 3.94 1.37 -2.54  -0.0559
47 C 3.28 0.20 -2.14  -0.0784
48 H 1.05 -3.61 0.86  0.0517
49 H -0.03 -2.52 -0.01  0.0123
50 H 1.61 -3.01 4.55  0.0963
51 H 3.24 -2.19 6.20  0.1078
52 H 3.91 0.19 6.23  0.1115
53 H 2.92 1.77 4.59  0.1103
54 H 1.29 0.97 2.91  0.0970
55 H -2.69 -0.90 2.90  0.0996
56 H -4.52 -1.97 4.13  0.1125
57 H -4.20 -4.21 5.16  0.1128
58 H -2.02 -5.37 4.94  0.1061
59 H -0.16 -4.31 3.70  0.0984
60 H 2.64 -3.16 2.44  0.0519
61 H 4.55 -3.93 3.74  0.1031
62 H 6.86 -3.65 2.87  0.1074
63 H 7.21 -2.60 0.65  0.1081
64 H 5.31 -1.81 -0.66  0.1077
65 H 3.96 0.38 1.20  0.1308
66 H 5.10 2.42 0.48  0.1195
67 H 5.10 3.08 -1.90  0.1082
68 H 3.94 1.67 -3.58  0.1030
69 H 2.78 -0.41 -2.89  0.1018
70 H 0.00 -1.09 -1.39  -0.0006

=====

3.
The following is a DFT calculation (wB97M-V/def2-TZVPD) of C35H29ClIrN8O6S3 as an isolated structure at a distorted geometry.

Summary:
⟨S²⟩ = 0.7554
ΔE to the lowest compared entry with this formula, charge and spin = 205.1 kJ/mol
2S+1 = 2
E_HOMO (spin up / spin down) = -13.20 / -13.14 eV
LUMO level (spin up / spin down) = -6.23 / -6.91 eV
Net charge = +2

Each line ends with the Löwdin charge.
Atoms and positions in Å:
1 Ir 0.92 1.21 0.46  1.2015
2 C -5.62 -3.07 -1.55  -0.0263
3 C -4.72 -2.03 -0.94  -0.2501
4 C -4.14 -1.03 -1.72  -0.0132
5 C -3.31 -0.07 -1.15  -0.0467
6 C -3.04 -0.13 0.20  -0.2804
7 C -3.60 -1.12 1.01  -0.0526
8 C -4.44 -2.05 0.43  -0.0286
9 S -2.05 1.13 0.91  0.6359
10 O -1.44 1.85 -0.21  -0.3863
11 O -2.81 1.85 1.88  -0.2191
12 N -0.69 0.47 1.54  -0.2270
13 C -0.54 0.29 2.93  -0.2507
14 C -1.49 -0.07 3.85  0.0155
15 C -1.12 -0.24 5.21  -0.0227
16 C 0.16 -0.01 5.64  -0.0060
17 C 1.13 0.42 4.71  -0.1310
18 C 2.45 0.80 5.07  0.0432
19 C 3.28 1.32 4.12  -0.0062
20 C 2.83 1.44 2.80  -0.2141
21 N 1.63 1.03 2.41  -0.1633
22 C 0.76 0.56 3.37  -0.1564
23 H -5.76 -2.90 -2.61  0.0847
24 H -6.59 -3.07 -1.06  0.0947
25 H -5.19 -4.07 -1.42  0.0899
26 H -4.37 -0.99 -2.78  0.1272
27 H -2.90 0.72 -1.76  0.1155
28 H -3.40 -1.16 2.07  0.1014
29 H -4.89 -2.82 1.05  0.1302
30 H -2.52 -0.19 3.56  0.1013
31 H -1.88 -0.53 5.91  0.1236
32 H 0.43 -0.13 6.68  0.1275
33 H 2.77 0.70 6.10  0.1385
34 H 4.28 1.65 4.36  0.1256
35 H 3.47 1.90 2.06  0.0569
36 O -0.94 0.42 -5.07  0.1506
37 C -0.95 -0.76 -4.47  -0.4875
38 O -1.28 -1.76 -5.02  0.1191
39 C -0.52 -0.80 -3.03  -0.0359
40 C -0.62 -1.91 -2.20  -0.5649
41 Cl -1.17 -3.45 -2.58  0.9042
42 N -0.13 -1.60 -0.98  -0.0066
43 N 0.35 -0.34 -1.00  -0.0008
44 C 0.09 0.16 -2.20  -0.1461
45 C 0.46 1.59 -2.38  -0.5398
46 O 0.16 2.26 -3.35  0.1139
47 O 1.24 2.04 -1.42  -0.2787
48 C -0.06 -2.40 0.22  -0.1966
49 C -1.12 -3.21 0.57  -0.0410
50 C -1.05 -3.95 1.74  -0.0389
51 C 0.07 -3.87 2.56  -0.0501
52 C 1.12 -3.04 2.20  -0.0535
53 C 1.07 -2.30 1.03  -0.0639
54 H -0.63 1.15 -4.50  0.0716
55 H -2.01 -3.25 -0.04  0.0824
56 H -1.87 -4.60 2.01  0.1201
57 H 0.12 -4.46 3.47  0.1170
58 H 2.00 -2.96 2.84  0.1163
59 H 1.90 -1.67 0.75  0.0269
60 S 1.04 3.41 1.22  0.7782
61 C 0.67 4.36 -0.22  -0.6673
62 N 1.69 5.12 -0.69  0.1070
63 C 1.53 5.99 -1.70  0.0043
64 C 0.30 6.10 -2.29  0.0228
65 C -0.71 5.28 -1.77  -0.0225
66 N -0.53 4.45 -0.75  0.1320
67 H 2.59 5.01 -0.24  0.1577
68 H 2.40 6.56 -2.00  0.1509
69 H 0.13 6.78 -3.10  0.1313
70 H -1.70 5.31 -2.19  0.1412
71 C 3.90 -2.43 -1.18  0.0168
72 N 3.80 -1.21 -2.00  -0.0879
73 C 4.03 -1.17 -3.36  0.0005
74 C 3.80 0.10 -3.76  -0.0080
75 N 3.45 0.81 -2.64  0.1057
76 C 3.43 0.00 -1.56  -0.6278
77 S 3.18 0.43 0.11  0.7878
78 H 4.48 -3.16 -1.74  0.1076
79 H 2.90 -2.82 -0.99  0.0884
80 H 4.39 -2.21 -0.24  0.0927
81 H 4.35 -2.03 -3.91  0.1432
82 H 3.87 0.55 -4.74  0.1400
83 H 3.19 1.78 -2.57  0.1549

=====

4.
The following is a DFT calculation (wB97M-V/def2-TZVPD) of C35H29F5N4O6PRb as an isolated structure.

Summary:
ΔE to the lowest compared entry with this formula, charge and spin = 53.7 kJ/mol
E_HOMO = -1.92 eV
LUMO level = 3.84 eV
Net charge = -2

Each line ends with the Löwdin charge.
Atoms and positions in Å:
1 Rb 0.03 0.54 -0.22  0.8661
2 C 3.53 1.10 -2.08  -0.1100
3 N 3.15 1.23 -0.69  -0.2993
4 C 3.13 2.63 -0.31  -0.1162
5 C 4.02 0.46 0.19  -0.2282
6 C 3.85 -1.05 0.11  -0.2689
7 N 2.55 -1.44 0.63  0.0132
8 C 2.34 -2.69 0.94  -0.2283
9 C 1.12 -3.03 1.63  -0.1815
10 F 0.26 -2.02 1.89  0.0227
11 C 0.79 -4.29 2.03  -0.2615
12 F -0.38 -4.48 2.68  0.0556
13 C 1.61 -5.40 1.80  -0.0005
14 C 2.78 -5.12 1.13  -0.2510
15 F 3.63 -6.15 0.84  0.0399
16 C 3.15 -3.86 0.71  -0.1442
17 F 4.32 -3.75 0.02  0.0261
18 H 4.55 1.50 -2.27  0.0821
19 H 2.83 1.65 -2.71  0.0865
20 H 3.53 0.05 -2.39  0.0739
21 H 4.14 3.08 -0.35  0.0816
22 H 2.73 2.73 0.70  0.0768
23 H 2.46 3.18 -0.97  0.0780
24 H 3.79 0.77 1.21  0.1171
25 H 5.08 0.71 -0.01  0.1131
26 H 4.67 -1.47 0.70  0.1093
27 H 4.01 -1.39 -0.92  0.0993
28 H 1.34 -6.39 2.11  0.1068
29 O -3.45 0.93 -3.54  0.0044
30 C -3.34 0.48 -2.40  -0.6563
31 O -2.31 0.01 -1.83  -0.2283
32 C -4.58 0.40 -1.52  -0.1533
33 C -5.77 0.95 -1.96  -0.0316
34 C -6.90 0.92 -1.16  -0.0999
35 C -6.83 0.32 0.10  -0.1026
36 C -5.64 -0.24 0.54  -0.0779
37 C -4.49 -0.21 -0.26  -0.2673
38 P -2.86 -0.91 0.27  1.0449
39 C -3.41 -1.60 1.93  -0.3671
40 C -4.09 -2.79 2.18  -0.0923
41 C -4.44 -3.16 3.47  -0.0968
42 C -4.12 -2.34 4.55  -0.1089
43 C -3.44 -1.15 4.32  -0.0886
44 C -3.08 -0.80 3.03  -0.1077
45 C -2.81 -2.52 -0.62  -0.3378
46 C -1.84 -3.43 -0.19  -0.0850
47 C -1.71 -4.67 -0.79  -0.0731
48 C -2.55 -5.03 -1.84  -0.1077
49 C -3.52 -4.13 -2.27  -0.0951
50 C -3.65 -2.89 -1.66  -0.0700
51 H -5.77 1.41 -2.94  0.1095
52 H -7.83 1.35 -1.50  0.0893
53 H -7.70 0.30 0.74  0.0908
54 H -5.61 -0.69 1.52  0.0903
55 H -4.35 -3.44 1.35  0.1072
56 H -4.96 -4.10 3.64  0.0925
57 H -4.39 -2.64 5.56  0.0898
58 H -3.17 -0.51 5.16  0.0977
59 H -2.53 0.12 2.86  0.0801
60 H -1.19 -3.16 0.62  0.0776
61 H -0.94 -5.35 -0.45  0.1000
62 H -2.45 -6.00 -2.31  0.0890
63 H -4.18 -4.40 -3.09  0.0927
64 H -4.40 -2.20 -2.03  0.1056
65 F -1.85 2.95 5.37  0.0673
66 C -2.10 3.80 4.35  -0.1833
67 C -2.02 3.39 3.08  0.0491
68 N -2.30 4.21 2.02  0.0202
69 C -2.03 3.73 0.66  -0.0248
70 C -0.56 3.31 0.43  -0.7915
71 O 0.16 3.16 1.44  -0.0574
72 O -0.28 3.12 -0.77  -0.1553
73 C -2.63 5.53 2.22  -0.4642
74 O -2.87 6.32 1.33  0.0662
75 N -2.69 5.91 3.55  0.2056
76 C -2.44 5.16 4.69  -0.4157
77 O -2.55 5.65 5.80  0.0583
78 H -1.74 2.38 2.85  0.1381
79 H -2.30 4.52 -0.03  0.1232
80 H -2.67 2.86 0.45  0.1331
81 H -2.94 6.88 3.70  0.1585